No. 1
Density functional theory data (ωB97M-V/def2-TZVPD) for a 2-piece molecular cluster, C18H31ClN2O5S overall.

Atoms and positions in Å:
Cl: -4.094 2.452 -0.695
S: -3.179 1.258 -2.071
O: 2.411 1.268 1.566
O: -3.696 1.660 -3.341
O: -1.450 0.323 3.126
O: 2.545 1.769 -3.432
O: -1.776 1.299 -1.796
N: 1.902 0.687 -0.640
N: 1.243 -1.066 4.527
C: 3.499 -1.085 0.086
C: -0.115 -0.709 4.929
C: 2.274 -0.697 -0.462
C: -3.821 -0.350 -1.667
C: 2.886 -3.406 -0.167
C: 1.674 -3.021 -0.730
C: -1.225 -0.852 3.883
C: 0.511 2.336 0.624
C: -0.639 1.901 1.562
C: 0.929 1.848 -5.265
C: 3.799 -2.435 0.231
C: -1.101 -0.463 0.830
C: -2.623 -0.504 0.694
C: 1.177 1.581 -3.793
C: -3.064 -1.183 -0.622
C: 1.689 1.398 0.605
C: -0.610 0.435 1.971
C: 1.374 -1.670 -0.882
H: -0.389 -1.347 5.778
H: 0.534 2.213 -3.173
H: 0.398 0.139 2.269
H: -3.730 -2.016 -0.383
H: -0.655 -0.121 -0.107
H: -3.779 -0.835 -2.647
H: -1.581 2.078 1.036
H: 4.750 -2.732 0.659
H: -0.660 2.531 2.451
H: 0.956 -3.761 -1.065
H: -0.104 0.317 5.300
H: -3.054 0.490 0.797
H: 1.260 -1.952 4.039
H: -2.169 -1.095 4.379
H: 2.674 1.162 -1.107
H: 0.150 2.505 -0.390
H: -2.191 -1.625 -1.109
H: 3.124 -4.456 -0.048
H: 4.199 -0.323 0.400
H: 0.953 0.545 -3.543
H: 2.785 2.682 -3.619
H: 0.912 3.283 0.996
H: 1.165 2.885 -5.516
H: -4.872 -0.229 -1.408
H: 0.446 -1.352 -1.344
H: -3.028 -1.079 1.529
H: 1.666 -0.363 3.936
H: -0.116 1.668 -5.520
H: -0.746 -1.489 0.985
H: -0.977 -1.699 3.229
H: 1.557 1.202 -5.880

Summary:
SMILES string = NCCO[C@@H](CCCCS(=O)(=O)Cl)CCC(=O)Nc1ccccc1.CCO
LUMO level = 0.259 eV
gap between HOMO and LUMO = 0.3304 Eh
total energy = -2048.52894 Ha
total charge = 0


No. 2
Density functional theory data (ωB97M-V/def2-TZVPD) for C20H35ClMoN5O4S as an isolated structure.

Atoms and positions in Å:
Mo: 0.692 -0.527 1.018
Cl: 2.264 0.599 3.767
S: -2.446 -0.719 -0.332
O: -0.032 -1.488 2.749
O: -1.725 -1.703 4.190
O: -3.428 -1.674 0.078
O: -1.642 -1.071 -1.499
N: 0.876 -2.764 0.882
N: 2.952 -0.797 1.090
N: 1.111 1.475 0.143
N: -1.414 -0.356 0.892
N: 1.079 -0.831 -1.280
C: -2.074 -0.401 2.207
C: -5.310 4.412 -1.791
C: 0.587 -3.557 -0.333
C: -2.995 1.414 -1.966
C: 0.786 0.888 2.776
C: -3.663 2.583 -2.292
C: -1.260 -1.281 3.162
C: -4.202 1.325 0.123
C: 3.802 -0.151 0.065
C: -4.603 3.138 -1.425
C: -4.863 2.493 -0.217
C: 3.681 1.374 -0.075
C: 3.305 -2.239 1.154
C: -3.264 0.798 -0.753
C: 1.279 0.406 -2.049
C: 1.590 -3.342 -1.451
C: 2.433 2.070 0.466
C: 0.708 1.575 -1.274
C: 2.128 -3.095 1.602
C: 1.508 -1.973 -2.127
H: 0.785 1.968 2.609
H: -6.290 4.470 -1.321
H: 0.131 -2.991 1.537
H: -4.423 0.810 1.049
H: 1.038 2.521 -1.709
H: 1.939 -2.904 2.658
H: 2.482 -1.734 -2.558
H: 4.135 -2.407 1.844
H: 1.406 -4.094 -2.218
H: 0.046 -0.954 -1.255
H: 0.798 -2.038 -2.956
H: 2.454 3.102 0.106
H: -0.381 1.540 -1.308
H: 0.575 -4.617 -0.066
H: -0.415 -3.290 -0.669
H: 0.785 0.346 -3.024
H: 4.850 -0.384 0.272
H: 2.344 0.549 -2.231
H: -5.605 2.904 0.455
H: 4.509 1.848 0.455
H: -3.468 3.065 -3.242
H: -2.302 0.952 -2.657
H: 0.450 2.045 0.665
H: -3.066 -0.840 2.145
H: 3.565 -0.627 -0.885
H: -0.021 0.706 3.478
H: 2.595 -3.531 -1.078
H: 3.822 1.623 -1.128
H: -4.725 5.270 -1.453
H: 2.509 2.104 1.549
H: -5.429 4.490 -2.870
H: 2.379 -4.152 1.482
H: 3.647 -2.541 0.167
H: 3.181 -0.384 1.996
H: -2.160 0.592 2.661

Summary:
LUMO level (spin up / spin down) = -2.744 / -3.432 eV
2S+1 = 3
gap between HOMO and LUMO (spin up / spin down) = 0.3082 / 0.3007 Eh
total energy = -2284.24141 Ha
total charge = +1
expectation value of S² = 2.019


No. 3
Density functional theory data (ωB97M-V/def2-TZVPD) for C39H41Cl2N3O3S as an isolated structure.

Atoms and positions in Å:
Cl: 2.902 2.888 1.585
Cl: -0.778 3.965 1.306
S: 1.618 -1.856 1.892
O: 0.789 1.315 -3.169
O: 2.169 4.232 3.655
O: 0.632 -0.759 -2.333
N: -1.376 2.413 -1.201
N: 0.844 -1.574 0.518
N: 1.433 -0.466 2.656
C: 3.437 4.393 -3.080
C: 0.979 0.138 -3.275
C: -1.328 -4.284 -2.783
C: 5.334 5.870 -3.112
C: -0.915 -7.579 2.319
C: 0.182 -6.754 2.527
C: 0.194 -5.475 1.991
C: 0.730 0.313 1.827
C: -0.377 2.311 1.043
C: -2.036 5.148 -2.053
C: -0.334 0.367 -0.406
C: -3.076 -0.953 6.740
C: -2.736 2.913 -0.928
C: -1.982 -5.841 1.043
C: 1.899 3.291 3.019
C: -1.998 -7.121 1.581
C: -1.754 -0.812 7.137
C: 5.638 5.508 -1.807
C: 4.232 5.314 -3.748
C: 0.391 -0.314 0.607
C: -1.079 -0.665 4.834
C: 0.622 -6.095 -3.567
C: 0.326 1.656 2.020
C: -0.596 -0.446 -1.652
C: 0.750 2.338 3.302
C: -1.649 -5.311 -3.660
C: -0.723 1.681 -0.208
C: -1.471 6.474 -1.490
C: 0.941 -5.070 -2.688
C: 1.641 -0.450 -4.486
C: 4.845 4.585 -1.140
C: -0.672 -6.215 -4.055
C: -2.401 -0.813 4.438
C: -0.033 -4.162 -2.298
C: -2.935 4.441 -1.034
C: 3.745 4.026 -1.778
C: -3.400 -0.955 5.391
C: -0.755 -0.665 6.184
C: -0.884 -5.018 1.248
H: -0.920 -7.013 -4.742
H: -2.660 -5.409 -4.035
H: 1.026 -7.109 3.105
H: -0.049 2.951 3.693
H: 1.971 -1.469 -4.318
H: -2.653 -0.817 3.384
H: -0.865 -4.020 0.828
H: -2.123 7.315 -1.698
H: -3.967 4.585 -1.356
H: -1.501 -0.816 8.190
H: 3.126 3.304 -1.261
H: 2.575 3.959 -3.572
H: -3.429 2.448 -1.628
H: 5.082 4.302 -0.122
H: 3.993 5.600 -4.764
H: -1.172 4.550 -2.327
H: -0.486 6.641 -1.919
H: 6.494 5.946 -1.309
H: -1.303 0.014 -2.332
H: 0.929 -0.389 -5.301
H: 1.045 -4.826 2.147
H: 0.276 -0.552 6.494
H: 5.956 6.585 -3.634
H: -2.579 5.362 -2.969
H: -1.360 1.914 -2.070
H: -3.069 2.597 0.059
H: -2.886 4.902 -0.058
H: 2.522 0.150 -4.682
H: 1.094 1.609 4.028
H: 1.383 -6.802 -3.873
H: -0.926 -8.579 2.733
H: 1.949 -4.978 -2.304
H: -3.855 -1.062 7.484
H: -4.432 -1.068 5.082
H: -1.025 -1.388 -1.325
H: 0.218 -3.360 -1.615
H: -2.825 -5.486 0.464
H: -0.300 -0.548 4.091
H: -2.855 -7.763 1.423
H: -1.296 6.372 -0.425
H: -2.091 -3.577 -2.478

Summary:
LUMO level = -0.914 eV
gap between HOMO and LUMO = 0.2831 Eh
total energy = -3219.28731 Ha
total charge = 0


Asked for maximum force across the records above, the calculation gives 0.010, 0.020, 0.026 Eh/bohr in order.